A structure of composition C5H14BBeCl10 in a non-equilibrium geometry. Source: the OMol25 dataset; level of theory: ωB97M-V/def2-TZVPD.

HOMO energy (spin up / spin down) = -15.419 / -15.405 eV
molecular weight = 448.52 u
net charge = +2
2S+1 = 2

XYZ file:
```
31
Properties=species:S:1:pos:R:3:forces:R:3:lowdin_spin:R:1
Be 1.246 -1.482 -0.670 -2.96 2.52 1.37 -0.001
B -0.815 -0.290 0.033 2.40 -0.92 -0.98 0.018
H -1.756 0.113 0.372 -3.41 1.59 0.86 0.006
H -0.886 -1.362 0.129 -0.38 -5.02 0.23 0.002
H -0.435 -0.014 -0.939 1.08 1.42 -4.21 0.001
H -0.074 0.000 0.762 2.95 1.36 3.09 0.008
C -3.979 -1.523 -0.020 -1.64 -2.45 -0.15 0.123
Cl -3.542 -3.171 0.506 -0.19 1.37 -0.60 0.282
Cl -5.474 -1.482 -0.972 1.22 0.24 0.79 0.445
H -4.080 -0.969 0.913 -0.21 0.58 0.24 0.052
H -3.185 -1.052 -0.601 0.66 0.30 -0.28 0.053
C 0.920 1.350 -4.327 -0.12 1.27 -1.33 0.000
Cl 1.232 0.096 -3.115 0.62 -1.57 0.81 0.000
Cl 2.147 1.443 -5.607 -0.52 -0.19 0.82 0.000
H -0.038 1.102 -4.782 0.22 -0.03 0.13 0.000
H 0.876 2.291 -3.778 0.09 -0.17 -0.12 0.000
C 3.970 1.486 1.927 0.93 -0.32 0.85 0.000
Cl 4.749 0.459 3.138 0.02 0.52 -0.42 0.001
Cl 2.885 0.405 0.933 -0.78 -0.03 -0.41 0.001
H 3.400 2.239 2.471 -0.46 -0.33 -0.42 0.000
H 4.681 1.962 1.251 -0.06 -0.39 0.03 0.000
C 0.002 3.204 0.064 -0.73 -0.31 -0.47 0.000
Cl -0.494 4.906 0.114 0.41 -0.57 0.18 0.002
Cl 1.317 2.873 -1.103 0.01 0.29 0.32 0.001
H 0.269 2.780 1.032 0.21 0.54 -0.04 0.000
H -0.848 2.636 -0.315 0.08 0.17 0.07 0.000
C -0.529 -3.698 2.614 0.59 0.81 0.51 0.000
Cl 0.008 -3.969 0.933 0.10 -0.46 -0.54 0.006
Cl 0.234 -2.156 3.135 -0.63 -0.66 0.14 0.000
H -1.618 -3.666 2.650 0.23 0.35 -0.16 0.000
H -0.184 -4.511 3.252 0.24 0.11 -0.30 0.000
```
Positions in Å, forces in eV/Å.


A cluster of 2 separate species, C5H14BN in total in a non-equilibrium geometry. Source: the OMol25 dataset; level of theory: ωB97M-V/def2-TZVPD.

HOMO energy (spin up / spin down) = -8.409 / -6.527 eV
energy relative to the best compared isomer or geometry (same formula, charge and spin) = 634.5 kJ/mol
molecular weight = 98.99 u

XYZ file:
```
21
Properties=species:S:1:pos:R:3:forces:R:3:lowdin_charge:R:1
B 1.988 -0.124 -0.165 0.32 0.87 -0.51 -0.076
C 2.078 -1.344 0.749 1.15 -2.05 -0.99 -0.095
C 2.784 1.179 -0.555 0.44 -0.03 0.39 -0.095
C -2.893 -0.620 -0.305 1.32 3.45 -0.57 -0.064
C -1.392 1.175 0.660 -0.92 -3.35 1.19 -0.066
C -1.394 -0.140 -0.198 -2.06 -0.54 2.32 -0.631
N -0.726 0.038 -1.385 1.05 -1.43 -2.84 0.060
H 2.433 -1.168 1.771 -0.63 0.19 0.10 0.056
H 3.004 -2.014 0.385 -1.97 1.29 0.23 0.118
H 1.137 -1.969 0.649 1.16 0.54 0.62 0.058
H 3.919 1.251 -0.452 -1.18 -0.84 -0.65 0.074
H 2.585 1.938 0.231 -0.76 -0.15 -0.45 0.063
H 2.396 1.509 -1.547 0.58 0.19 0.80 0.060
H -3.291 -0.406 0.647 -0.85 0.53 1.12 0.048
H -3.406 -0.031 -1.070 -0.17 -0.36 0.05 0.084
H -2.985 -1.626 -0.378 -0.19 -3.13 -1.02 0.028
H -0.397 1.540 0.620 0.76 0.84 0.34 0.034
H -1.753 0.836 1.706 0.92 0.94 -1.38 0.103
H -2.140 1.820 0.265 -0.29 0.86 -0.39 0.057
H -1.035 -1.009 0.395 0.66 0.43 0.17 0.108
H -0.912 -0.832 -2.024 0.66 1.73 1.47 0.076
```
Positions in Å, forces in eV/Å.


A cluster of 5 separate species, C5H14Cl2N4O8 in total in a non-equilibrium geometry. Source: the OMol25 dataset; level of theory: ωB97M-V/def2-TZVPD.

HOMO energy = -11.056 eV
SMILES string = C[N+](=O)[O-].C[N+](=O)[O-].C[N+](=O)[O-].C[N+](=O)[O-].ClCCl
energy relative to the best compared isomer or geometry (same formula, charge and spin) = 21.5 kJ/mol
molecular weight = 329.09 u

XYZ file:
```
33
Properties=species:S:1:pos:R:3:forces:R:3:lowdin_charge:R:1
C -4.373 0.043 1.521 0.40 -0.78 -1.05 0.013
N -3.842 1.026 2.492 -0.83 0.14 -0.09 -0.452
O -2.999 1.820 2.138 0.31 0.02 -0.16 0.043
O -4.379 1.006 3.578 0.25 0.01 0.21 0.077
H -4.283 -0.952 1.949 -0.24 0.12 0.28 0.096
H -3.805 0.029 0.592 0.27 0.39 0.25 0.083
H -5.400 0.276 1.259 -0.10 0.13 0.48 0.100
C 3.978 -0.993 -0.026 -1.14 -0.21 0.19 0.011
N 5.040 -1.838 -0.603 0.80 0.04 -0.10 -0.448
O 4.753 -2.469 -1.602 -0.07 0.12 0.07 0.061
O 6.128 -1.853 -0.063 -0.20 0.09 0.02 0.073
H 4.034 -0.938 1.056 0.37 -0.22 -0.01 0.100
H 3.068 -1.500 -0.336 -0.12 0.26 0.15 0.055
H 3.971 0.021 -0.417 0.40 -0.11 -0.33 0.098
C -1.779 4.065 -0.533 -1.63 -0.75 -0.57 0.030
N -0.454 4.319 0.033 -0.19 0.12 -0.28 -0.452
O -0.144 3.721 1.034 0.20 -0.43 0.50 0.059
O 0.235 5.122 -0.549 0.37 0.25 -0.13 0.084
H -1.860 3.076 -0.996 0.76 0.03 0.03 0.102
H -2.012 4.797 -1.297 0.15 0.22 0.15 0.096
H -2.554 3.997 0.229 0.37 0.47 0.32 0.095
C 0.831 -2.862 -2.567 0.56 0.59 0.11 0.034
N 0.809 -4.095 -1.760 -0.18 -0.36 0.02 -0.468
O 0.042 -4.152 -0.831 -0.71 0.31 0.52 0.058
O 1.576 -4.976 -2.049 0.59 -0.46 -0.46 0.077
H -0.042 -2.768 -3.202 -0.13 -0.31 0.10 0.103
H 1.749 -2.905 -3.144 -0.07 0.15 -0.09 0.098
H 0.842 -2.054 -1.836 -0.03 0.01 -0.24 0.024
Cl -0.905 -0.942 1.703 -0.27 0.02 0.14 0.534
C 0.250 0.339 1.297 -0.67 -0.41 -0.30 -0.939
Cl 0.695 0.148 -0.427 0.36 0.26 0.36 0.537
H -0.221 1.313 1.351 0.00 -0.01 0.34 -0.010
H 1.052 0.180 2.007 0.45 0.33 -0.46 0.031
```
Positions in Å, forces in eV/Å.